Record 1
C16H24BiClIN2O2P as an isolated structure in a non-equilibrium geometry. Source: the OMol25 dataset; level of theory: wB97M-V/def2-TZVPD.

Element x y z (Å)
C1 -4.03745 5.14656 0.28743
I1 -3.96482 2.98405 0.51525
H1 -3.33288 5.43547 -0.49576
H2 -3.77111 5.60858 1.23867
H3 -5.06382 5.41340 0.01643
Bi1 -1.34691 1.43870 -0.72792
P1 -3.15229 -0.08549 -2.08493
C2 -4.64082 -0.90540 -1.42550
C3 -3.93634 0.96318 -3.36574
H4 -1.54157 -1.11877 -3.57654
H5 -3.21571 -1.72388 -3.83898
H6 -2.25837 -2.31212 -2.43968
C4 -2.46493 -1.44657 -3.08436
H7 -3.16513 1.38986 -4.01876
H8 -4.62126 0.32434 -3.95151
H9 -5.25692 -1.22431 -2.28036
H10 -5.21812 -0.21860 -0.80026
H11 -4.50803 1.77037 -2.88588
H12 -4.35980 -1.78921 -0.84035
C5 -2.79652 -0.14102 0.89964
O1 -3.20677 -0.33428 1.94597
Cl1 -0.22614 1.67947 -2.97207
C6 4.76984 -1.00097 1.05789
N1 3.60873 -0.66866 0.26773
N2 2.37071 -0.64636 0.79248
C7 1.45987 -0.39406 -0.20283
O2 0.21975 -0.22921 0.04214
C8 2.21388 -0.34274 -1.41137
C9 3.54138 -0.47891 -1.06480
C10 4.78436 -0.46342 -1.86654
C11 2.12864 -0.82985 2.18229
C12 2.84094 -0.06760 3.11285
C13 2.61874 -0.27983 4.47449
C14 1.71543 -1.27075 4.89136
C15 1.02120 -2.03637 3.93946
C16 1.20331 -1.79870 2.57672
H13 5.60175 -1.13881 0.37155
H14 4.63777 -1.93318 1.61987
H15 5.03391 -0.19250 1.74392
H16 1.75198 -0.13578 -2.36669
H17 5.51567 0.25956 -1.47575
H18 5.26799 -1.45199 -1.89504
H19 4.55524 -0.18026 -2.89982
H20 3.56172 0.68229 2.77313
H21 3.14059 0.34658 5.20642
H22 1.52357 -1.42581 5.95915
H23 0.32012 -2.81070 4.25147
H24 0.67860 -2.36628 1.80513

Results
Total charge: +2
2S+1: 1
Calculated total energy in Eh: -2197.38760
Orbital gap in eV: 6.6

=====

Record 2
One molecule with the formula C6H11NO2 in a non-equilibrium geometry. Source: the OMol25 dataset; level of theory: wB97M-V/def2-TZVPD.

Element x y z (Å)
C1 -2.13317 -0.90616 -0.93248
C2 -1.68678 0.10989 0.08492
O1 -2.46564 0.76319 0.73336
C3 -0.15742 -0.01607 0.52018
C4 0.20356 -1.25326 1.33690
C5 0.71130 0.09348 -0.74368
C6 1.97694 0.81140 -0.33975
N1 1.71667 2.17902 -0.08908
O2 3.05397 0.28810 -0.17590
H1 -3.21437 -1.02422 -0.92523
H2 -1.67438 -1.87471 -0.75709
H3 -1.80634 -0.58770 -1.92119
H4 -0.05499 0.83872 1.19835
H5 -0.44405 -1.32507 2.20856
H6 0.10625 -2.15859 0.74136
H7 1.23799 -1.16108 1.66654
H8 0.96175 -0.87643 -1.17155
H9 0.25522 0.67342 -1.55201
H10 0.86729 2.68731 0.07745
H11 2.54619 2.73877 0.04034

Results
Energy relative to the best compared isomer or geometry (same formula, charge and spin) in kJ/mol: 57.84
SMILES: CC(=O)[C@@H](C)CC(N)=O
2S+1: 1
Calculated total energy in Eh: -440.46521
Orbital gap in eV: 10.3

=====

Record 3
One molecule with the formula C4H5IN2O in a non-equilibrium geometry. Source: the OMol25 dataset; level of theory: wB97M-V/def2-TZVPD.

Element x y z (Å)
C1 -0.99757 1.59094 0.30887
C2 1.26023 1.36289 0.04599
C3 -1.43715 0.49594 -0.33543
C4 0.41073 -1.92865 -0.12760
N1 1.36252 0.10135 -0.17396
N2 0.57528 -0.67999 -0.73108
O1 0.18884 2.16687 0.10314
I1 -3.14267 -0.66477 0.10479
H1 -1.61276 2.28480 0.79511
H2 2.12059 1.92789 0.10374
H3 -0.64298 -2.10194 -0.19243
H4 1.20888 -2.51927 -0.79051
H5 0.70605 -2.03606 0.88938

Results
Energy relative to the best compared isomer or geometry (same formula, charge and spin) in kJ/mol: 553.09
2S+1: 1
Calculated total energy in Eh: -637.63477
Orbital gap (alpha / beta) in eV: 7.2 / 8.0

=====

Record 4
A 12-piece molecular cluster, C4H31NO13 overall in a non-equilibrium geometry. Source: the OMol25 dataset; level of theory: wB97M-V/def2-TZVPD.

Element x y z (Å)
C1 -0.10970 2.43863 -1.27572
N1 -0.26711 1.02276 -1.60274
C2 0.47211 0.51559 -2.64693
O1 0.58455 -0.68447 -2.86218
C3 -0.66260 0.13775 -0.49275
C4 -2.07598 -0.44703 -0.73934
O2 -2.56966 -1.12362 0.42652
H1 0.83338 2.65565 -0.77554
H2 -0.17085 3.03837 -2.19182
H3 -0.92436 2.76113 -0.63622
H4 0.79973 1.25839 -3.38277
H5 -0.69064 0.72537 0.41745
H6 0.07181 -0.66088 -0.37073
H7 -2.78218 0.34888 -0.95633
H8 -2.06302 -1.15407 -1.57972
H9 -1.98884 -1.89866 0.67159
O3 1.15728 -1.77719 2.26477
H10 1.87144 -1.55495 1.61772
H11 0.82368 -0.89395 2.55061
O4 3.28374 -3.55655 -0.71744
H12 2.39408 -3.41495 -1.12890
H13 3.13323 -4.27818 -0.09840
O5 0.78518 -3.09285 -1.72893
H14 0.53888 -3.66987 -2.46119
H15 0.68320 -2.15267 -2.03054
O6 -1.04189 -3.15425 1.06584
H16 -0.48030 -3.38604 0.29412
H17 -0.38082 -2.79674 1.71668
O7 -2.79649 2.96673 0.91404
H18 -3.41290 3.47258 1.45415
H19 -2.72556 2.09027 1.37131
O8 2.61742 1.20817 -1.37965
H20 3.51720 1.42919 -1.67637
H21 2.49625 1.56653 -0.46301
O9 -2.43305 0.63328 2.35971
H22 -2.52179 -0.09372 1.66178
H23 -3.00551 0.34152 3.08298
O10 0.31114 0.83422 2.85073
H24 0.36864 1.18029 3.73913
H25 -0.66923 0.79395 2.66565
O11 2.46527 1.66397 1.34218
H26 2.97850 0.85427 1.44030
H27 1.60196 1.44909 1.76168
O12 -3.39476 2.88809 -1.77263
H28 -3.27696 2.98235 -0.80432
H29 -2.64314 2.37145 -2.08901
O13 3.06437 -1.17878 0.44886
H30 2.91240 -0.60707 -0.32610
H31 3.32194 -2.05197 0.07150

Results
Energy relative to the best compared isomer or geometry (same formula, charge and spin) in kJ/mol: 56.91
SMILES: CN(C=O)CCO.O.O.O.O.O.O.O.O.O.O.O
2S+1: 1
Calculated total energy in Eh: -1203.96141
Orbital gap in eV: 9.8

=====

> calculated total energy of number 2 (C6H11NO2)?

-440.46521 Eh